[1]
{"formula": "C2H7N2O", "method": "ωB97M-V/def2-TZVPD", "elements": ["C", "C", "N", "N", "O", "H", "H", "H", "H", "H", "H", "H"], "coordinates": [[-0.58818, -0.66287, -1.26557], [-0.45919, -0.53005, 0.22031], [1.00283, 1.28920, 0.27220], [0.82148, -0.07560, 0.53175], [0.61818, -0.05496, 2.49525], [0.05045, 0.09029, -1.89991], [-0.41763, -1.73446, -1.41996], [-1.64368, -0.34751, -1.65630], [-1.24609, 0.13641, 0.54986], [-0.42719, -1.46353, 0.73837], [0.34835, 1.85779, 0.73641], [1.94066, 1.49528, 0.69757]], "atomic_forces_ev_per_a": [[-1.2839, 1.0866, -2.6686], [-0.2112, 1.0534, -0.1604], [2.6474, -0.9321, -0.8092], [1.6149, 1.3182, 3.9505], [0.3023, -0.0615, -3.0590], [-0.5612, -1.8022, 1.4713], [0.1471, 0.3886, -1.1646], [1.4102, -1.0052, 0.8210], [-0.3953, 0.1789, 0.8124], [-0.9957, -0.7155, 0.2234], [-1.2634, 0.6495, 1.1647], [-1.4112, -0.1587, -0.5815]], "nbo_charge": [-0.624, -0.276, -0.690, -0.133, -0.908, 0.219, 0.198, 0.173, 0.144, 0.219, 0.323, 0.354], "largest_force_ev_per_a": 4.5, "e_homo_ev": [-2.80, -2.45], "spin_multiplicity": 1, "de_lowest_kcal_mol": 116.71, "e_lumo_ev": [4.44, 4.48], "total_charge": -1, "total_energy_ev": -7210.319}

=====

[2]
{"formula": "C2H7N2O2", "method": "ωB97M-V/def2-TZVPD", "elements": ["C", "C", "N", "N", "O", "O", "H", "H", "H", "H", "H", "H", "H"], "coordinates": [[1.95624, 0.50813, -0.38391], [-2.28884, 0.22520, -0.72621], [-0.29965, 0.39405, -0.74625], [0.63482, 0.50186, 0.10936], [0.31386, 0.46805, 1.29011], [-2.75484, 0.19891, 0.42519], [2.27797, 1.59406, -0.15663], [1.93448, 0.26754, -1.44042], [2.60033, -0.22223, 0.08094], [-2.22715, 1.22512, -1.31141], [-2.41473, -0.62404, -1.33172], [0.11744, 0.26322, -1.68470], [-2.73618, 0.93222, 0.95917]], "atomic_forces_ev_per_a": [[2.4066, 2.4039, -0.0950], [1.8237, 4.4577, -2.5697], [-0.2607, -0.5359, -2.0555], [-3.6998, -2.0858, 1.5290], [1.3166, 0.7077, -0.2006], [-0.9363, -4.1135, 0.2605], [0.1465, -1.8235, -0.6158], [0.1880, 0.4229, -0.0757], [-0.0785, 0.0069, 0.6900], [-0.5147, -1.7206, 1.0944], [0.1462, -1.3542, -0.3737], [-0.6718, 0.3157, 0.5858], [0.1343, 3.3186, 1.8263]], "nbo_charge": [-0.474, 0.309, -0.425, 0.380, -0.329, -0.556, 0.277, 0.228, 0.279, 0.203, 0.210, 0.372, 0.524], "largest_force_ev_per_a": 5.5, "e_homo_ev": -15.53, "spin_multiplicity": 1, "de_lowest_kcal_mol": 130.54, "e_lumo_ev": -4.69, "total_charge": 1, "total_energy_ev": -9251.112}

=====

[3]
{"formula": "C2H7N2O2", "method": "ωB97M-V/def2-TZVPD", "elements": ["C", "C", "N", "N", "O", "O", "H", "H", "H", "H", "H", "H", "H"], "coordinates": [[-0.01292, -0.56126, 1.53275], [0.54694, 1.27280, -0.57250], [-0.84039, -0.64847, 0.41824], [-0.72549, 0.34641, -0.46673], [-2.87686, -1.23550, 0.29127], [-1.60443, 0.56754, -1.23420], [-2.65901, -1.28349, 1.30150], [0.39166, 0.46528, 1.79444], [-0.19226, -1.39779, 2.06332], [1.47081, 0.73958, -0.72055], [0.55275, 1.62116, -1.56315], [0.15664, 2.01214, 0.28175], [-3.79179, -1.29620, -0.07312]], "atomic_forces_ev_per_a": [[-3.5052, 4.2169, -5.7298], [-2.5323, 0.0710, 1.7459], [5.5880, 0.2695, 3.5681], [0.5633, 0.8921, -1.7416], [-0.7210, -0.2770, 1.4084], [0.4194, -0.1210, 0.6352], [-2.2182, -0.1946, -2.9626], [-0.0948, -1.7848, 0.2626], [0.5207, -2.6380, 2.4206], [0.5260, -0.6494, 1.9502], [-1.2669, 1.4533, -1.1590], [2.1565, -1.1414, -1.9926], [0.5644, -0.0966, 1.5945]], "nbo_charge": [0.062, -0.494, -0.186, 0.402, -0.963, -0.104, 0.497, 0.222, 0.225, 0.275, 0.267, 0.278, 0.517], "largest_force_ev_per_a": 7.9, "e_homo_ev": [-15.11, -15.11], "spin_multiplicity": 1, "de_lowest_kcal_mol": 187.34, "e_lumo_ev": [-7.13, -7.13], "total_charge": 1, "total_energy_ev": -9248.648}

=====

[4]
{"formula": "C2H7N2O2", "method": "ωB97M-V/def2-TZVPD", "elements": ["C", "C", "N", "N", "O", "O", "H", "H", "H", "H", "H", "H", "H"], "coordinates": [[-0.24921, 0.69586, 1.47525], [0.30935, -0.50722, 0.73406], [-0.00518, 0.81114, -1.31278], [0.15110, -0.26385, -0.64162], [-0.30276, 0.82332, -2.49293], [-0.36010, -2.06045, -1.54685], [0.41861, 1.50974, 1.71854], [-1.07609, 0.93084, 0.89811], [-0.74127, 0.43757, 2.36361], [-0.25811, -1.29627, 1.16505], [1.27897, -0.74657, 0.91683], [0.59806, 1.68111, -0.95290], [0.23664, -2.01522, -2.32437]], "atomic_forces_ev_per_a": [[0.9253, 0.1707, 0.4146], [-1.7415, 1.7797, 1.1432], [2.2385, 0.4710, -1.7895], [-0.5672, -2.6327, -1.6100], [-0.3185, 0.3640, 1.3019], [0.5095, 2.1988, 0.8849], [0.2202, 0.2443, -0.4480], [-1.5953, 1.5051, -1.1164], [-0.1319, -0.8047, 1.5959], [-0.8224, -1.2643, -0.7713], [3.0964, -0.6244, 0.4431], [-1.7357, -1.4329, -0.0617], [-0.0773, 0.0253, 0.0133]], "nbo_charge": [-0.622, -0.289, 0.185, 0.137, -0.218, -0.376, 0.242, 0.216, 0.262, 0.298, 0.253, 0.444, 0.468], "largest_force_ev_per_a": 3.2, "e_homo_ev": [-16.58, -16.52], "spin_multiplicity": 1, "de_lowest_kcal_mol": 226.49, "e_lumo_ev": [-7.11, -8.41], "total_charge": 1, "total_energy_ev": -9246.951}

=====

[5]
{"formula": "C2H7N2O6S2", "method": "ωB97M-V/def2-TZVPD", "elements": ["C", "C", "N", "N", "O", "O", "O", "O", "O", "O", "S", "S", "H", "H", "H", "H", "H", "H", "H"], "coordinates": [[3.30245, 0.43506, -0.27383], [-0.55829, 0.67459, 0.42131], [0.08038, 1.22887, -0.81539], [3.18185, 0.28259, 0.94090], [-1.37428, -1.69199, 1.23534], [-2.66662, -0.16581, -0.98676], [1.03540, -1.43204, 0.67785], [-0.57834, -1.64553, -1.09488], [-2.82110, 2.08275, 0.06544], [-2.95574, 0.20858, 1.49898], [-0.33824, -1.10549, 0.37388], [-2.27440, 0.79926, 0.10300], [2.85849, -0.12855, -1.15299], [3.98074, 1.31948, -0.55748], [1.08439, 0.93401, -0.54210], [-0.04019, 0.62062, -1.59656], [-2.75931, -0.67974, 1.64240], [-1.60262, -1.43977, -1.16876], [2.44541, -0.29689, 1.22966]], "atomic_forces_ev_per_a": [[1.5140, 1.5624, -2.7678], [-0.6200, -0.7962, -1.6439], [3.1250, -0.5733, 2.3386], [0.6145, 1.3804, 1.6391], [1.3374, -0.5337, -0.7254], [-0.0448, 1.5343, 1.0913], [-0.3611, -0.1812, -0.3851], [-1.6444, -0.0098, 0.0774], [-0.4137, 2.3392, -0.7091], [-0.7010, 3.8888, -1.6626], [-0.4045, 0.1380, 2.0823], [-1.1376, -4.3254, 1.5188], [-0.0016, 0.3977, 1.1549], [-0.5866, -1.4314, -0.1756], [-1.6349, 1.5125, -0.8530], [-0.7441, -0.5966, -0.9338], [1.0456, -2.6559, 0.0648], [1.6364, 0.0721, -0.3500], [-0.9788, -1.7218, 0.2393]], "nbo_charge": [-0.069, -0.735, -0.847, -0.602, -1.014, -1.019, -0.989, -0.923, -0.921, -0.902, 2.300, 2.315, 0.149, 0.135, 0.363, 0.338, 0.509, 0.534, 0.380], "largest_force_ev_per_a": 4.7, "e_homo_ev": -5.08, "spin_multiplicity": 1, "de_lowest_kcal_mol": 65.84, "e_lumo_ev": 3.48, "total_charge": -1, "total_energy_ev": -39121.986}

=====

[6]
{"formula": "C2H7N2OP", "method": "ωB97M-V/def2-TZVPD", "elements": ["C", "C", "N", "N", "O", "P", "H", "H", "H", "H", "H", "H", "H"], "coordinates": [[-2.61120, 0.10450, 0.22585], [1.50597, -1.06203, 0.61971], [-1.81028, -0.50054, -0.47145], [1.32629, 0.82856, -1.21921], [0.27758, 1.41784, 1.18610], [0.51834, 0.40216, 0.15363], [-3.73541, 0.05964, 0.23668], [-2.24018, 0.82401, 0.95045], [1.16280, -1.59010, -0.36710], [2.38502, -0.55583, 0.39005], [1.20765, -1.53819, 1.58528], [1.29498, 0.01832, -1.79096], [0.71846, 1.59167, -1.49904]], "atomic_forces_ev_per_a": [[-1.1572, 1.8004, 1.8295], [-4.0160, -0.4819, -2.0955], [3.2810, -0.7522, -1.3668], [-0.7510, 1.1105, 1.0596], [-0.1275, 0.4668, -0.3044], [-2.5779, -1.9995, 2.0912], [0.8270, -0.5929, -0.5241], [-0.0562, 0.5157, 0.4944], [0.9900, -0.2859, 2.0855], [2.4539, -0.0734, 0.5386], [0.7420, 0.4351, -1.1057], [-0.0338, -0.3715, -1.4263], [0.4256, 0.2287, -1.2761]], "nbo_charge": [-0.143, -0.988, -0.550, -1.150, -1.047, 1.978, 0.167, 0.167, 0.233, 0.245, 0.281, 0.398, 0.408], "largest_force_ev_per_a": 4.6, "e_homo_ev": [-8.00, -8.01], "spin_multiplicity": 1, "de_lowest_kcal_mol": 79.33, "e_lumo_ev": [-0.02, -0.02], "total_energy_ev": -16501.736}

=====

[7]
{"formula": "C2H7N2OS", "method": "ωB97M-V/def2-TZVPD", "elements": ["C", "C", "N", "N", "O", "S", "H", "H", "H", "H", "H", "H", "H"], "coordinates": [[-0.85976, 0.29774, 0.04008], [1.14003, -1.75565, 0.01049], [-1.54694, -0.11914, -1.04212], [-0.46419, 1.65734, 0.45118], [0.94794, -0.39287, 0.05928], [-2.32143, -0.65991, 0.49137], [0.21948, -2.36080, 0.49015], [2.04623, -1.85902, 0.47598], [1.19796, -1.95710, -1.12647], [-1.82058, 0.18012, -1.94335], [-1.08896, 2.51999, 0.23747], [0.46007, 1.70031, 0.06250], [-0.20393, 1.66239, 1.53476]], "atomic_forces_ev_per_a": [[1.7128, -3.0879, -1.2547], [-4.4381, -1.0803, -3.0564], [1.1803, -0.2850, 2.3794], [-0.4077, 0.8764, 2.8868], [-4.0422, 4.1739, 1.1828], [1.0045, 0.8539, -0.5478], [2.2739, 1.0887, -0.8680], [2.1846, -1.1025, 1.3357], [0.0371, -0.7081, 1.8521], [-0.6335, 0.7426, -0.6778], [1.0901, -1.9418, 0.1488], [1.0893, 0.6223, -0.8586], [-1.0512, -0.1523, -2.5222]], "nbo_charge": [0.365, -0.253, -0.686, -0.755, -0.596, 0.442, 0.189, 0.213, 0.179, 0.451, 0.481, 0.481, 0.488], "largest_force_ev_per_a": 5.9, "e_homo_ev": -13.61, "spin_multiplicity": 1, "de_lowest_kcal_mol": 126.08, "e_lumo_ev": -4.89, "total_charge": 1, "total_energy_ev": -18038.120}

=====

[8]
{"formula": "C2H7N2P", "method": "ωB97M-V/def2-TZVPD", "elements": ["C", "C", "N", "N", "P", "H", "H", "H", "H", "H", "H", "H"], "coordinates": [[0.52556, -1.43784, 0.65548], [-0.72664, -0.93350, 1.18539], [-0.33542, -0.62767, -0.09694], [-0.22099, 2.27621, -1.45802], [0.29686, 1.79167, 0.05405], [1.54829, -1.23709, 1.00908], [0.49763, -2.47649, 0.35398], [-1.64911, -1.46545, 1.34176], [-0.88559, -0.13226, 1.96124], [0.61351, 2.50319, -2.13222], [-0.90068, 1.67881, -1.73412], [-0.93095, 1.91386, 0.63202]], "atomic_forces_ev_per_a": [[1.6518, -2.0533, 0.9933], [-2.0949, 1.3013, 3.6913], [0.7213, 4.7375, -3.1115], [5.1329, 2.7901, -0.0571], [0.5161, -2.6243, -0.3426], [-0.6247, 0.7544, -0.0131], [-0.0172, -0.3408, -0.2271], [-0.1368, -1.2173, -0.4861], [1.1963, -0.3171, -0.5570], [-2.6520, -0.9994, 1.4689], [-2.5952, -1.8979, -2.0234], [-1.0977, -0.1330, 0.6642]], "nbo_charge": [-0.292, -0.301, -0.528, -1.132, 0.818, 0.195, 0.182, 0.184, 0.167, 0.405, 0.395, -0.092], "largest_force_ev_per_a": 5.8, "e_homo_ev": [-7.91, -7.91], "spin_multiplicity": 1, "de_lowest_kcal_mol": 82.40, "e_lumo_ev": [-0.15, -0.15], "total_energy_ev": -14452.527}

=====

[9]
{"formula": "C2H7N2S", "method": "ωB97M-V/def2-TZVPD", "elements": ["S", "H", "C", "C", "N", "N", "H", "H", "H", "H", "H", "H"], "coordinates": [[0.07811, -1.09452, 1.87803], [0.39909, -1.73948, 2.99753], [0.62895, 0.62858, -1.36594], [-0.53440, 0.89960, -0.72461], [-1.78598, 1.34057, -1.27352], [1.58637, -0.29187, -0.86267], [1.01783, 1.14851, -2.23245], [-0.47514, 0.60004, 0.33433], [-2.16419, 2.05062, -0.66434], [-2.48441, 0.61704, -1.47453], [1.27903, -0.71233, 0.02739], [2.00803, -0.96201, -1.53983]], "atomic_forces_ev_per_a": [[-0.2398, -0.1067, 0.1545], [0.1426, -0.1778, 0.2561], [-0.0237, -0.5690, -0.0142], [0.8513, -1.2602, 0.4683], [0.6975, 1.0920, -0.4143], [0.2899, 0.4829, -0.0692], [-0.7501, -0.2767, -0.7886], [-0.7301, -0.1791, -0.4843], [-0.4930, -0.1387, -0.0682], [0.7905, 0.2767, 0.4787], [0.2733, -0.2572, -0.3592], [-0.8084, 1.1139, 0.8402]], "nbo_charge": [-1.035, 0.093, -0.013, -0.154, -0.873, -0.887, 0.163, 0.205, 0.349, 0.364, 0.426, 0.362], "largest_force_ev_per_a": 1.6, "e_homo_ev": -2.89, "spin_multiplicity": 1, "de_lowest_kcal_mol": 30.53, "e_lumo_ev": 4.19, "total_charge": -1, "total_energy_ev": -16002.666}